Molecular formula: C33H61NO15S6
Method: DFT, wB97M-V/def2-TZVPD

```
116
C33H61NO15S6 (wB97M-V/def2-TZVPD)
S 2.658 -8.743 2.169
S -5.255 7.255 -7.158
S 5.642 -1.773 1.440
S -1.290 -4.409 -0.189
S -0.357 3.237 2.706
S -3.822 6.547 -1.785
O -1.428 -5.739 0.349
O 4.562 -2.729 1.425
O -1.509 4.060 2.476
O 3.749 -8.401 3.048
O 2.161 -0.253 -1.371
O -4.126 5.246 -2.336
O 1.050 1.523 -1.982
O 2.881 -9.354 0.882
O 0.713 4.064 3.187
O -0.451 -3.419 0.442
O -3.827 7.424 -7.272
O -0.716 2.035 3.747
O 5.402 -0.352 1.519
O -6.180 8.068 -7.909
O -4.693 7.680 -1.982
N -1.804 0.888 1.052
C 0.215 -8.838 3.233
C 1.202 1.031 5.888
C -2.912 -3.702 -0.438
C 2.687 -0.513 -0.041
C -2.826 -3.031 -1.804
C -0.849 -4.509 -1.926
C 1.613 -7.311 1.946
C -0.325 0.915 1.119
C -3.488 6.363 -0.039
C 6.796 -2.241 2.721
C 2.097 1.072 -1.660
C -2.150 6.993 -2.262
C 0.168 0.124 2.375
C -0.894 -0.953 2.683
C 8.068 -2.559 0.664
C 1.454 -9.727 3.068
C -1.338 7.047 -0.963
C 0.194 -7.855 2.056
C -5.646 5.530 -7.424
C 0.372 1.089 3.585
C 7.765 -3.193 2.027
C 3.318 1.992 -1.630
C 6.732 -2.117 0.056
C 1.696 -1.345 0.829
C 1.542 -0.613 2.189
C 0.078 2.439 1.129
C 0.717 0.336 4.879
C -6.230 5.893 -5.085
C -1.923 -0.792 3.584
C -5.701 7.291 -5.421
C -5.550 4.904 -6.037
C -2.073 -4.016 -2.706
C -1.992 6.080 0.031
H 8.670 -3.340 2.615
H 1.875 -10.018 4.028
H -0.598 -5.539 -2.171
H -0.577 2.915 0.388
H -1.778 -3.556 -3.649
H 1.883 0.574 6.612
H 6.279 -2.911 -0.537
H 3.663 -1.023 -0.091
H -2.978 -0.665 3.308
H 8.590 -3.251 0.004
H -4.948 5.101 -8.141
H 3.126 2.746 -0.847
H 4.201 1.431 -1.280
H -0.695 -9.437 3.275
H 2.138 -2.334 1.005
H -2.168 7.955 -2.770
H 0.751 -1.509 0.302
H -2.218 1.309 1.878
H 1.235 -10.613 2.475
H -4.098 5.560 0.370
H -2.723 -4.862 -2.945
H 0.599 -0.748 4.950
H -1.608 6.213 1.040
H -0.812 -1.918 2.159
H 6.260 -2.700 3.549
H -4.502 4.781 -5.753
H -6.456 8.056 -5.259
H -6.663 5.477 -7.812
H 1.288 1.664 3.351
H -0.528 -7.056 2.207
H -7.312 5.862 -5.239
H 0.013 0.510 0.156
H 1.823 -6.848 0.984
H 7.304 -1.337 3.056
H -2.263 -2.097 -1.727
H -6.041 5.643 -4.042
H 8.715 -1.689 0.803
H -0.076 -8.384 1.139
H -4.805 7.527 -4.849
H 1.831 -6.612 2.754
H -1.704 -0.716 4.661
H 0.016 -3.867 -2.090
H -3.815 -2.797 -2.197
H 0.960 2.094 5.990
H -3.139 -3.009 0.370
H 1.122 2.604 0.827
H 6.838 -1.218 -0.548
H -1.364 8.060 -0.554
H 0.284 -8.281 4.171
H -0.293 6.795 -1.143
H 3.485 2.527 -2.568
H -6.025 3.923 -6.008
H 2.885 0.460 0.435
H -1.778 6.223 -2.936
H 7.293 -4.168 1.883
H -3.733 7.307 0.447
H 2.362 0.088 2.425
H 1.589 -1.384 2.976
H -1.793 5.049 -0.272
H -3.632 -4.521 -0.445
H -2.132 1.314 0.193
```

Computed properties:
Net charge = 0
Max |F| = 2.73 eV/Å
HOMO energy = -7.6 eV
Calculated total energy = -4866.249491 hartree

---

Molecular formula: C4H10N2O
Method: DFT, wB97M-V/def2-TZVPD

```
17
C4H10N2O (wB97M-V/def2-TZVPD)
O -1.399 -1.275 -2.234
N -1.126 -0.637 -0.007
N 1.677 1.588 -0.050
C 1.179 0.606 2.166
C 0.357 -0.523 0.072
C 0.683 0.864 0.729
C -1.786 -0.800 -1.202
H -1.589 -1.039 0.793
H 2.571 1.116 -0.108
H 1.361 1.566 2.663
H 2.116 0.048 2.085
H 0.749 -0.455 -0.942
H 0.621 -1.306 0.766
H -0.221 1.476 0.691
H 0.506 0.010 2.790
H 1.795 2.525 0.318
H -2.751 -0.231 -1.239
```

Computed properties:
Net charge = 0
Max |F| = 2.41 eV/Å
HOMO energy = -9.2 eV
SMILES = C[C@@H](N)CNC=O
Calculated total energy = -343.135456 hartree

---

Molecular formula: C32H40N6OPtS
Method: DFT, wB97M-V/def2-TZVPD

```
81
C32H40N6OPtS (wB97M-V/def2-TZVPD)
Pt 0.294 -0.247 -0.517
S -1.720 -2.683 -2.412
O -3.193 3.949 -4.895
N -2.050 5.559 -3.798
N -3.676 -1.440 -1.128
N -2.696 -3.157 0.018
N 0.648 -1.668 0.922
N -0.469 1.242 -1.708
N 2.264 1.648 0.733
C 2.141 -3.259 -0.123
C 1.934 -0.131 -1.641
C -0.076 -1.274 3.290
C -1.700 3.233 -3.199
C 3.523 4.085 0.363
C -2.049 0.090 3.609
C -2.742 -2.422 -1.097
C 3.086 -0.940 -3.634
C 2.015 -0.978 -2.755
C 3.018 -1.669 1.597
C -1.247 -0.366 1.404
C -3.155 1.243 1.659
C 4.122 -0.043 -3.408
C -1.552 1.952 -3.704
C -4.743 -1.293 -0.160
C 2.941 0.834 -1.467
C 3.517 3.130 -0.636
C -1.229 3.490 -1.921
C 2.274 2.570 1.690
C 2.900 1.894 -0.415
C -0.931 0.985 -2.940
C 1.555 -3.610 2.233
C -1.707 -4.193 0.253
C 2.900 3.800 1.570
C -0.884 -0.870 5.617
C -0.166 -1.170 1.889
C -2.385 4.264 -4.050
C 1.816 -2.521 1.175
C -0.625 2.474 -1.207
C 4.036 0.829 -2.340
C -2.142 0.287 2.232
C -1.017 -0.684 4.126
H 3.100 -3.774 -0.025
H -0.235 2.620 -0.208
H -1.932 1.718 -4.689
H -1.348 4.460 -1.458
H 1.749 -3.279 3.251
H -2.832 2.274 1.825
H 4.988 -0.021 -4.057
H -0.718 -3.820 -0.006
H -3.274 1.106 0.582
H -5.373 -0.461 -0.461
H -0.809 -0.033 -3.285
H 1.374 -4.004 -0.349
H 3.971 3.355 -1.592
H -3.747 -0.968 -2.011
H 3.871 -2.303 1.857
H -4.131 1.132 2.133
H 2.232 -4.445 2.040
H -2.766 0.558 4.275
H -1.633 -0.294 6.158
H -1.001 -1.921 5.890
H 1.223 -1.702 -2.917
H -3.276 -2.891 0.795
H -4.351 -1.069 0.836
H -1.729 -4.442 1.313
H 0.102 -0.552 5.959
H 2.885 4.509 2.386
H 0.532 -3.985 2.174
H 3.311 -1.000 0.787
H 3.117 -1.620 -4.477
H -1.513 -0.294 0.320
H -1.210 5.788 -3.298
H -2.430 6.251 -4.423
H -1.926 -5.083 -0.337
H 4.858 1.515 -2.168
H 0.745 -1.797 3.753
H 4.003 5.042 0.199
H 1.739 2.309 2.599
H -5.364 -2.193 -0.104
H 2.761 -1.054 2.462
H 2.204 -2.573 -0.958
```

Computed properties:
Net charge = 0
Max |F| = 0.61 eV/Å
HOMO energy = -6.6 eV
Calculated total energy = -2164.698205 hartree

---

Molecular formula: C3H7NO
Method: DFT, wB97M-V/def2-TZVPD

```
12
C3H7NO (wB97M-V/def2-TZVPD)
O -1.701 -0.394 -0.142
N 0.162 0.218 1.061
C 0.794 1.602 0.445
C 0.405 -1.382 -0.811
C -0.517 -0.529 0.007
H 1.181 -0.753 -1.262
H 0.906 -2.115 -0.169
H 0.215 1.683 -0.498
H 0.953 -0.294 1.443
H 0.298 2.335 1.110
H -0.171 -1.904 -1.574
H -0.515 0.400 1.803
```

Computed properties:
Net charge = 0
Max |F| = 0.65 eV/Å
HOMO energy = -7.3 eV
Calculated total energy = -248.387060 hartree

---

Molecular formula: C3H6N5
Method: DFT, wB97M-V/def2-TZVPD

```
14
C3H6N5 (wB97M-V/def2-TZVPD)
N -0.252 0.606 -1.361
N -2.131 -0.725 -0.501
N 0.971 -0.379 0.168
N -0.911 -1.389 1.112
N -1.821 -1.673 0.225
C 0.932 0.058 -1.064
C -1.197 0.417 -0.284
C -0.277 -0.105 0.837
H -1.944 1.421 0.240
H 1.922 -0.023 -1.738
H -0.395 1.034 -2.284
H 1.759 -0.601 0.626
H -0.527 -2.153 1.534
H -0.224 0.541 1.711
```

Computed properties:
Net charge = +1
Max |F| = 4.58 eV/Å
HOMO energy = -14.1 eV
Calculated total energy = -391.348965 hartree

---

Molecular formula: C7H11BrN
Method: DFT, wB97M-V/def2-TZVPD

```
20
C7H11BrN (wB97M-V/def2-TZVPD)
Br 1.930 -0.791 0.344
N 0.867 1.595 1.367
C -0.442 -0.931 -2.238
C -0.823 -0.150 1.029
C 0.456 0.238 0.957
C -0.389 -2.043 -1.514
C -1.136 -2.281 -0.294
C -1.391 -1.440 0.724
C 1.238 2.470 0.225
H -1.519 0.545 1.491
H -2.135 -1.743 1.451
H 0.155 -2.901 -1.891
H 0.075 -0.840 -3.177
H 0.091 2.028 1.884
H -1.037 -0.089 -1.923
H 0.429 2.478 -0.502
H 1.421 3.484 0.580
H 2.138 2.087 -0.251
H -1.605 -3.255 -0.258
H 1.677 1.540 1.997
```

Computed properties:
Net charge = +1
Max |F| = 1.04 eV/Å
HOMO energy = -12.5 eV
SMILES = C=C/C=C\C=C(/Br)[NH2+]C
Calculated total energy = -2901.773096 hartree

---

- calculated total energy of number 4 (C3H7NO)?
  -248.387060 hartree

---

- net charge of number 2 (C4H10N2O)?
  0

---

- Look up the calculated total energy of the fourth one.
  -248.387060 hartree

---

- Which value of net charge does entry 3 give?
  0